# 1
Here is the molecule C6H15OP in a non-equilibrium geometry from OMol25. Energies are from ωB97M-V/def2-TZVPD.

The geometry in XYZ format:
```
23
Properties=species:S:1:pos:R:3:forces:R:3
C 2.5382 0.1772 0.9712 -0.548 -0.044 -0.394
C 1.3680 -0.3498 0.1254 -3.241 0.011 0.966
C 1.7560 -1.1420 -1.0500 4.982 -1.050 0.574
P 0.3340 0.9820 -0.7137 -0.927 1.426 2.525
C -1.3919 0.6079 0.0825 1.312 -2.114 1.285
C -2.4339 1.6730 0.0878 -1.343 1.138 0.159
C -1.8127 -0.8478 -0.3690 -0.441 3.060 -1.107
O -2.1990 -1.6419 0.6892 0.392 -0.921 0.908
H 3.2723 -0.6157 0.9476 0.630 -0.006 0.039
H 2.9692 1.1277 0.5657 -0.332 -0.824 0.404
H 2.2476 0.2755 2.0224 -0.017 0.411 -0.270
H 0.5668 -0.9512 0.7449 1.857 0.979 -0.662
H 2.6669 -1.7913 -0.6671 -1.942 0.257 -1.189
H 2.2737 -0.4560 -1.7447 -0.332 -0.369 -0.134
H 0.9901 -1.6643 -1.5613 -0.612 -0.677 -0.367
H 0.6214 1.7980 0.4572 -0.171 0.464 -1.045
H -1.1281 0.4327 1.1611 -0.053 0.195 -0.790
H -2.5432 2.1547 -0.9029 -0.355 -0.423 0.313
H -2.1228 2.5055 0.7498 -0.090 -0.405 -0.225
H -3.4528 1.3243 0.5052 1.552 0.333 -0.873
H -2.5730 -0.7023 -1.1595 -0.144 -0.615 0.610
H -0.9663 -1.2565 -0.8476 0.935 -0.811 -0.769
H -1.3378 -1.9013 1.0845 -1.112 -0.014 0.040
```
Positions in Å, forces in eV/Å.

Properties
E_HOMO ... -9.192 eV
Lowest unoccupied orbital energy ... 0.03090 hartree
SMILES ... CC(C)P[C@@H](C)CO
Max |F| ... 5.1 eV/A
Energy above the lowest of the compared OMol25 structures with the same formula, charge and spin ... 1.877 eV
Orbital gap ... 10.0 eV
DFT total energy ... -17799.5655 eV

***

# 2
Here is the molecule C6H15OPSSi in a non-equilibrium geometry from OMol25. Energies are from ωB97M-V/def2-TZVPD.

The geometry in XYZ format:
```
25
Properties=species:S:1:pos:R:3:forces:R:3
C -0.5981 -2.1159 -0.6206 -0.875 -0.186 3.301
C 0.6767 -0.5653 -1.9220 0.395 1.789 -1.861
C 1.4909 -1.1124 0.3261 -0.824 -3.471 1.671
C -1.9893 0.1805 1.6204 1.182 1.716 0.946
C 0.6786 1.8094 1.3792 -0.671 0.949 -0.656
C 0.2808 -0.8644 -0.5299 -0.847 0.714 0.903
O 0.6969 3.4708 -0.9455 2.716 1.864 2.761
Si -0.5595 0.6544 0.4171 -0.092 0.346 -0.528
P -0.1288 3.0298 -2.0474 -2.175 -1.253 -2.841
S -1.5658 1.7040 -1.3122 -0.940 -0.195 0.605
H -0.9266 -2.3029 0.5396 0.236 -0.137 -2.930
H -1.4615 -1.9078 -1.2840 0.293 -0.354 0.587
H -0.0567 -3.0302 -0.9722 -0.246 0.827 0.206
H 0.2315 -1.2197 -2.6514 -0.578 -0.294 -0.234
H 1.7268 -0.6828 -2.1215 0.733 0.068 0.238
H 0.4140 0.4599 -2.2437 0.304 -0.580 -0.037
H 2.0143 -0.2428 0.7429 0.198 -0.587 -0.546
H 1.0629 -1.8019 1.1931 1.171 1.641 -0.985
H 2.0506 -1.8753 -0.2618 0.656 0.870 0.629
H -2.7554 0.9825 1.7067 0.273 -0.623 -0.560
H -2.3957 -0.7837 1.4054 -0.469 -0.483 -0.029
H -1.5572 0.2140 2.6656 -0.199 -0.471 -1.030
H 1.4398 2.4479 0.7603 -1.581 -1.427 1.327
H 0.0819 2.4453 2.1125 0.604 -0.412 -1.264
H 1.1487 1.1067 2.0431 0.737 -0.310 0.328
```
Positions in Å, forces in eV/Å.

Properties
E_HOMO (alpha / beta) ... -6.756 / -9.528 eV
Lowest unoccupied orbital energy (alpha / beta) ... 0.02540 / -0.10797 hartree
Expectation value of S² ... 2.01
Max |F| ... 4.3 eV/A
Orbital gap (alpha / beta) ... 7.4 / 6.6 eV
Multiplicity ... 3
DFT total energy ... -36512.4091 eV

***

# 3
Here is a cluster of 2 separate species, C6H16 in total in a non-equilibrium geometry from OMol25. Energies are from ωB97M-V/def2-TZVPD.

The geometry in XYZ format:
```
22
Properties=species:S:1:pos:R:3:forces:R:3
C -2.1808 -0.7985 0.3400 -0.576 -0.105 1.672
C -2.0390 -0.5892 1.8799 -2.065 2.942 -0.749
C -0.8977 0.1704 2.5404 2.024 -1.405 -0.430
H -2.0904 -1.8460 0.0783 0.580 -0.036 -0.346
H -3.2297 -0.5655 0.2062 -0.178 0.068 -0.720
H -1.5795 -0.1120 -0.2259 0.362 0.031 -0.408
H -2.3531 -1.5024 2.3727 0.353 -0.021 0.440
H -2.8399 0.2033 2.1233 0.316 -1.629 -0.477
H -0.0949 -0.5727 2.7212 -0.526 0.073 1.611
H -1.3476 0.7800 3.3363 1.026 -0.594 0.274
H -0.1638 0.7742 1.9863 -1.293 0.673 -0.879
C 0.9367 1.3055 -2.1814 1.324 -1.644 -1.795
C 1.8995 0.0667 -2.0495 1.559 0.529 0.816
C 2.2319 -0.2131 -0.5583 0.163 -0.184 0.356
H 0.8896 1.6213 -3.2499 -0.021 -0.127 0.715
H 1.4993 2.0414 -1.6403 -0.569 0.856 0.451
H -0.0871 1.0914 -1.8651 0.328 0.195 0.399
H 1.6915 -0.8138 -2.6293 -0.874 -0.460 -0.018
H 2.9439 0.2541 -2.3792 -0.817 0.870 -0.656
H 1.7395 -1.0786 -0.1256 -0.523 0.040 0.065
H 3.3097 -0.4158 -0.3403 -0.681 0.330 -0.514
H 1.9573 0.6940 -0.0021 0.090 -0.402 0.195
```
Positions in Å, forces in eV/Å.

Properties
E_HOMO ... -10.429 eV
Lowest unoccupied orbital energy ... 0.03995 hartree
SMILES ... CCC.CCC
Max |F| ... 3.7 eV/A
Energy above the lowest of the compared OMol25 structures with the same formula, charge and spin ... 1.801 eV
Orbital gap ... 11.5 eV
DFT total energy ... -6479.8568 eV

***

# 4
Here is a cluster of 2 separate species, C6H16 in total in a non-equilibrium geometry from OMol25. Energies are from ωB97M-V/def2-TZVPD.

The geometry in XYZ format:
```
22
Properties=species:S:1:pos:R:3:forces:R:3
C 1.7418 2.5424 -0.1701 0.811 -0.887 0.320
C 0.9893 1.2090 -0.2911 -2.038 0.356 -0.393
C 0.0018 1.0833 0.8700 0.855 0.314 1.110
C 0.1625 1.2686 -1.6247 0.108 -0.647 0.635
H 2.1438 2.7814 0.8205 -0.193 -0.358 0.089
H 1.0362 3.3279 -0.4194 0.157 0.227 -0.213
H 2.6153 2.5237 -0.8228 -0.177 0.393 -0.316
H 1.5348 0.2665 -0.3116 0.744 0.376 -0.006
H -0.5006 2.0327 1.0305 -0.589 0.056 -0.277
H -0.6897 0.2433 0.8342 -0.108 0.109 -0.347
H 0.5577 0.9714 1.8124 0.060 -0.181 -0.121
H -0.0663 2.2878 -1.9265 0.361 0.079 -0.226
H 0.6750 0.6895 -2.3926 -0.038 0.400 -0.318
H -0.8196 0.8128 -1.4906 0.034 -0.263 0.067
C -1.3128 -2.6775 1.2605 0.131 -0.533 -0.479
C -1.0416 -2.8144 -0.2535 -0.017 0.570 0.732
H -0.4132 -2.3509 1.7794 -0.072 0.061 0.137
H -2.1368 -2.0115 1.5089 0.018 0.150 -0.158
H -1.5951 -3.6666 1.6267 0.135 0.065 0.266
H -1.8436 -3.3917 -0.7058 0.092 0.034 -0.301
H -0.0782 -3.2952 -0.4108 -0.088 -0.276 -0.083
H -0.9608 -1.8324 -0.7235 -0.186 -0.046 -0.118
```
Positions in Å, forces in eV/Å.

Properties
E_HOMO ... -11.095 eV
Lowest unoccupied orbital energy ... 0.04119 hartree
SMILES ... CC(C)C.CC
Max |F| ... 2.1 eV/A
Energy above the lowest of the compared OMol25 structures with the same formula, charge and spin ... 0.456 eV
Orbital gap ... 12.2 eV
DFT total energy ... -6481.2018 eV

***

# 5
Here is a cluster of 2 separate species, C6H16 in total in a non-equilibrium geometry from OMol25. Energies are from ωB97M-V/def2-TZVPD.

The geometry in XYZ format:
```
22
Properties=species:S:1:pos:R:3:forces:R:3
C 1.0805 -1.5699 1.8991 2.336 1.663 -1.654
C 2.0877 -0.4104 1.3876 -0.052 1.838 -1.212
C 1.5711 0.5688 0.1333 -3.005 -3.906 1.104
H 1.1726 -2.4406 1.2639 -0.060 -0.314 0.105
H 1.1622 -1.7841 2.9448 0.738 -0.319 0.517
H 0.1175 -1.1708 1.8234 -1.707 0.566 -0.469
H 1.9818 0.4567 2.0835 1.208 -1.315 0.518
H 3.1536 -0.6839 1.1036 -1.331 -0.059 1.123
H 1.0692 -0.0819 -0.7302 1.491 1.662 2.223
H 0.7831 1.0758 0.7404 -0.023 -0.138 -1.297
H 2.1688 1.3575 -0.2547 1.209 0.120 -0.168
C -0.6125 1.0187 -1.9061 0.664 0.134 -0.590
C -1.6204 0.8349 -0.7931 -0.108 0.618 -0.687
C -2.1572 -0.5842 -0.5572 -1.725 1.217 1.213
H -0.1501 2.0349 -1.8111 0.118 -1.112 -0.190
H -1.0303 0.9532 -2.8872 -1.149 0.490 -0.717
H 0.0842 0.1878 -2.0516 0.306 0.506 0.633
H -1.1916 1.2730 0.1181 -0.209 -0.500 -0.037
H -2.4010 1.5475 -1.0723 -0.422 -0.240 0.241
H -1.5244 -0.9955 0.3010 -1.288 -0.440 -1.651
H -3.2535 -0.4413 -0.2942 1.240 -0.060 1.135
H -2.4912 -1.1464 -1.4409 1.769 -0.409 -0.139
```
Positions in Å, forces in eV/Å.

Properties
E_HOMO ... -10.176 eV
Lowest unoccupied orbital energy ... 0.04082 hartree
SMILES ... CCC.CCC
Max |F| ... 5.1 eV/A
Energy above the lowest of the compared OMol25 structures with the same formula, charge and spin ... 2.611 eV
Orbital gap ... 11.3 eV
DFT total energy ... -6479.0472 eV

***

# 6
Here is a cluster of 2 separate species, C6H16 in total in a non-equilibrium geometry from OMol25. Energies are from ωB97M-V/def2-TZVPD.

The geometry in XYZ format:
```
22
Properties=species:S:1:pos:R:3:forces:R:3
C -0.6155 1.6365 -2.4175 0.101 -1.176 -1.149
C -1.8335 1.4615 -1.4845 2.391 0.287 0.864
C -1.2949 0.7464 -0.2125 -0.559 -0.422 0.036
H 0.0835 2.4559 -2.3049 -0.444 0.693 0.729
H -0.9937 1.7223 -3.4357 0.225 -0.060 -0.254
H 0.0888 0.7841 -2.3818 -0.638 -0.101 -0.125
H -2.1461 2.4960 -1.3200 -0.758 -0.416 0.316
H -2.5689 0.8069 -1.9427 -0.270 0.453 -0.147
H -1.3365 -0.3376 -0.3868 0.039 0.152 -0.040
H -0.2461 0.9507 -0.0122 -0.096 0.374 -0.198
H -1.8382 0.8968 0.7245 -0.174 0.262 -0.193
C 0.5022 -2.2585 1.7659 -1.241 -0.434 -2.181
C 1.3874 -1.4512 0.7717 1.287 0.594 1.916
C 1.7750 -0.0815 1.5159 -0.570 -1.977 -1.222
H -0.4278 -2.5308 1.2219 0.367 -0.165 0.368
H 0.1240 -1.7377 2.6451 0.574 0.102 0.059
H 1.0174 -3.1913 1.9826 -0.203 0.028 0.533
H 2.3128 -2.0177 0.6810 0.257 -0.006 0.084
H 1.0691 -1.4197 -0.2756 -0.599 0.570 0.433
H 0.9428 0.5836 1.3728 0.078 0.701 0.020
H 1.7802 -0.3482 2.5695 0.452 0.230 0.074
H 2.7385 0.2962 1.1767 -0.218 0.309 0.076
```
Positions in Å, forces in eV/Å.

Properties
E_HOMO ... -11.118 eV
Lowest unoccupied orbital energy ... 0.04218 hartree
SMILES ... CCC.CCC
Max |F| ... 2.6 eV/A
Energy above the lowest of the compared OMol25 structures with the same formula, charge and spin ... 1.116 eV
Orbital gap ... 12.3 eV
DFT total energy ... -6480.5420 eV

***

# 7
Here is a cluster of 2 separate species, C6H16 in total in a non-equilibrium geometry from OMol25. Energies are from ωB97M-V/def2-TZVPD.

The geometry in XYZ format:
```
22
Properties=species:S:1:pos:R:3:forces:R:3
C -0.2211 1.1470 -2.5280 -0.861 0.537 -2.968
C -0.7599 -0.2640 -2.6083 1.432 -1.917 2.437
C -1.7711 -0.6490 -1.4755 0.370 -1.314 -4.091
H 0.6049 1.2529 -1.9043 0.831 0.215 2.057
H -1.0623 1.8673 -2.3716 0.968 -0.319 0.107
H 0.3225 1.4236 -3.4900 -1.145 -0.258 0.615
H -1.3010 -0.4762 -3.4949 -0.117 -0.034 -1.166
H 0.0979 -1.0374 -2.5003 -1.127 1.321 -0.570
H -2.6730 -0.1794 -1.7546 -1.504 0.263 -0.273
H -1.8838 -1.7398 -1.4762 -0.198 0.296 0.155
H -1.5795 -0.3021 -0.5606 1.360 1.213 3.721
C 1.4037 0.7575 1.3310 0.439 -0.654 -0.528
C 1.3432 -0.5277 2.1706 0.022 -1.734 -0.040
C 0.1014 -0.5025 3.1178 0.146 2.474 -0.409
H 1.4046 1.6701 1.9491 0.160 -0.321 -0.334
H 2.2407 0.7412 0.5762 -0.620 0.205 0.983
H 0.4841 0.7191 0.7354 0.075 0.438 0.066
H 1.2355 -1.4116 1.4442 0.034 1.167 0.912
H 2.2850 -0.8192 2.7623 -1.262 0.895 -0.730
H -0.8928 -0.3755 2.5925 1.219 0.836 0.072
H -0.1369 -1.4345 3.5232 0.481 -1.591 1.382
H 0.2774 0.3326 3.9246 -0.706 -1.717 -1.398
```
Positions in Å, forces in eV/Å.

Properties
E_HOMO ... -11.181 eV
Lowest unoccupied orbital energy ... 0.04010 hartree
SMILES ... CCC.CCC
Max |F| ... 4.3 eV/A
Energy above the lowest of the compared OMol25 structures with the same formula, charge and spin ... 1.297 eV
Orbital gap ... 12.3 eV
DFT total energy ... -6480.3607 eV

***

# 8
Here is a cluster of 2 separate species, C6H16 in total in a non-equilibrium geometry from OMol25. Energies are from ωB97M-V/def2-TZVPD.

The geometry in XYZ format:
```
22
Properties=species:S:1:pos:R:3:forces:R:3
C -1.1329 1.6562 2.1369 0.851 1.124 -2.750
C -1.4344 0.7641 0.9063 -0.056 -2.914 2.033
C -2.6656 -0.0810 1.4298 1.051 0.495 -1.109
H -0.6623 1.0110 2.8747 -0.177 0.441 0.269
H -0.4734 2.4644 1.7781 0.276 -0.256 0.687
H -2.0312 2.1783 2.4379 -0.256 -0.226 0.552
H -0.6238 0.0225 0.8087 0.050 0.237 0.558
H -1.4499 1.0336 -0.1381 -0.801 1.342 -0.045
H -2.7735 -1.0172 0.8731 -0.248 0.142 0.123
H -3.5323 0.5639 1.2963 -0.357 -0.337 0.325
H -2.4632 -0.2988 2.4936 -0.416 0.021 -0.521
C 2.1647 0.4372 -1.2567 1.725 -0.408 -0.586
C 1.3990 -0.8168 -0.9952 0.196 -1.619 -0.222
C 1.4642 -1.8213 -2.1632 1.467 0.233 -0.886
H 1.6047 1.0995 -1.9129 0.242 0.396 0.195
H 3.1090 0.1153 -1.7691 -0.723 0.479 -0.009
H 2.5800 0.8781 -0.3490 -0.703 0.510 0.018
H 1.8364 -1.3419 -0.1358 -0.155 0.173 -0.014
H 0.3743 -0.6256 -0.7657 -0.684 0.180 0.283
H 0.8696 -1.6239 -3.0603 -0.718 0.063 0.538
H 2.4666 -1.7352 -2.6471 -0.233 -0.265 0.666
H 1.3741 -2.8625 -1.8423 -0.329 0.188 -0.104
```
Positions in Å, forces in eV/Å.

Properties
E_HOMO ... -10.929 eV
Lowest unoccupied orbital energy ... 0.03952 hartree
SMILES ... CCC.CCC
Max |F| ... 3.6 eV/A
Energy above the lowest of the compared OMol25 structures with the same formula, charge and spin ... 1.133 eV
Orbital gap ... 12.0 eV
DFT total energy ... -6480.5244 eV

***

# 9
Here is a cluster of 2 separate species, C6H16 in total in a non-equilibrium geometry from OMol25. Energies are from ωB97M-V/def2-TZVPD.

The geometry in XYZ format:
```
22
Properties=species:S:1:pos:R:3:forces:R:3
C -0.5459 -0.0680 0.5438 -0.626 -1.444 0.608
C -1.7233 -0.2314 -0.4543 0.384 0.088 0.449
C -1.1252 -0.4930 -1.8224 1.319 -0.241 -0.251
C -2.7489 -1.2658 0.0067 0.487 0.876 1.351
H 0.0251 -0.9866 0.7201 0.450 -0.043 -0.949
H -0.8543 0.0435 1.5967 -0.378 0.946 -0.452
H 0.0377 0.7457 0.1376 0.442 0.041 0.590
H -2.1065 0.7906 -0.3557 -0.730 -0.206 -0.685
H -0.1755 0.0487 -1.8605 -0.130 0.363 -0.356
H -0.7521 -1.5244 -1.9273 -0.513 -0.013 0.218
H -1.6761 -0.2580 -2.7301 -0.424 0.107 0.238
H -2.8671 -0.9815 1.0674 -0.433 -0.584 -0.181
H -3.7316 -1.2280 -0.4454 -0.037 0.080 -0.404
H -2.3543 -2.2805 -0.0247 0.042 -0.025 -0.123
C 3.1173 0.5126 1.3370 -0.574 -0.338 -1.086
C 2.6064 1.5060 0.2992 -0.003 0.075 -0.636
H 3.9276 0.9896 1.8771 -0.272 -0.152 0.700
H 2.2423 0.1594 1.8899 0.490 0.234 0.651
H 3.5220 -0.3886 0.8768 0.175 0.045 -0.177
H 1.9866 1.1006 -0.4962 -0.125 -0.621 0.127
H 1.9525 2.2368 0.7821 0.481 0.360 -0.098
H 3.4253 1.9437 -0.2796 -0.023 0.453 0.466
```
Positions in Å, forces in eV/Å.

Properties
E_HOMO ... -11.028 eV
Lowest unoccupied orbital energy ... 0.04039 hartree
SMILES ... CC(C)C.CC
Max |F| ... 1.7 eV/A
Energy above the lowest of the compared OMol25 structures with the same formula, charge and spin ... 0.774 eV
Orbital gap ... 12.1 eV
DFT total energy ... -6480.8842 eV

***

# 10
Here is a cluster of 2 separate species, C6H16 in total in a non-equilibrium geometry from OMol25. Energies are from ωB97M-V/def2-TZVPD.

The geometry in XYZ format:
```
22
Properties=species:S:1:pos:R:3:forces:R:3
C 2.8683 -0.8412 -0.0452 1.208 -1.068 -1.336
C 2.7632 -2.3397 -0.3811 0.339 -1.988 -1.536
H 3.3095 -0.1543 -0.8501 -0.788 -1.322 0.883
H 1.8522 -0.6336 0.1332 -1.232 1.303 0.674
H 3.5043 -0.7742 0.8048 0.162 0.609 0.956
H 2.0632 -2.4783 -1.2267 0.567 0.228 -0.185
H 2.2451 -3.0794 0.3231 1.096 1.562 -0.003
H 3.7566 -2.8166 -0.7015 -1.423 0.700 0.553
C -1.0907 0.7951 0.3261 1.340 1.255 2.413
C -2.0681 1.5719 1.2563 2.532 0.451 -0.088
C -1.8403 -0.4351 0.0477 -0.395 -2.920 -0.733
C -0.8245 1.4377 -1.1039 -0.406 0.783 -1.349
H -0.0279 0.6755 0.8493 -1.626 0.814 -1.083
H -2.0363 1.3751 2.3006 0.233 -0.627 0.870
H -3.0290 1.5456 0.9206 -2.790 -0.993 -1.012
H -2.6298 -0.2715 -0.6855 -0.675 -0.332 0.316
H -1.2779 -1.3049 -0.3995 0.418 1.302 -0.182
H -2.1724 -0.8432 1.0167 -0.663 0.546 -0.268
H -0.4019 2.4326 -0.8869 0.802 -0.555 0.290
H -0.3083 0.8349 -1.8569 0.366 0.184 0.594
H -1.7819 1.7212 -1.5666 -0.236 -0.723 0.451
H -1.9122 2.6392 1.2259 1.170 0.791 -0.223
```
Positions in Å, forces in eV/Å.

Properties
E_HOMO (alpha / beta) ... -14.245 / -14.228 eV
Lowest unoccupied orbital energy (alpha / beta) ... -0.10562 / -0.39177 hartree
Expectation value of S² ... 0.75
Max |F| ... 3.1 eV/A
Energy above the lowest of the compared OMol25 structures with the same formula, charge and spin ... 1.519 eV
Orbital gap (alpha / beta) ... 11.4 / 3.6 eV
Charge ... +1
Multiplicity ... 2
DFT total energy ... -6469.3478 eV